Formula: C5H5N3
Source: OMol25
Level of theory: ωB97M-V with the def2-TZVPD basis set

CARTESIAN COORDINATES (ANGSTROEM)
C: 0.712886 -1.565782 0.935235
C: 0.109026 0.349877 0.638817
C: -0.468618 1.792226 -0.901808
C: -0.695663 0.658978 -1.513478
C: -0.586499 -0.417106 -0.468979
H: 0.101626 -2.364990 -0.723284
H: 0.870133 -2.710001 1.319994
H: -0.571000 2.875512 -1.060584
H: -1.327274 0.567674 -2.434103
H: -1.616274 -0.537699 -0.114757
N: 0.345067 -1.527893 -0.372090
N: 0.679624 -0.477946 1.584824
N: 0.134736 1.614459 0.340697

Forces on atoms 1 to 6 (eV/Å):
0.55 -4.41 0.83
-1.32 2.86 -1.60
1.21 2.18 1.62
-2.25 -1.81 -2.53
1.30 1.38 0.35
-1.01 -3.44 -1.69

The frontier orbital gap is 9.1 eV. The energy above the lowest of the compared OMol25 structures with the same formula, charge and spin is 1.8906 eV. For the total energy, the calculation gives -357.703137 Ha.